Record 1
Formula: C19H24N2
Source: the OMol25 dataset
Level of theory: ωB97M-V/def2-TZVPD

The geometry in XYZ format:
```
45
Properties=species:S:1:pos:R:3:forces:R:3
C -0.258 1.970 -5.630 0.2 -0.2 0.9
C -0.667 0.936 -4.860 0.8 2.6 -1.3
C -0.935 -0.241 -2.729 1.6 0.0 0.4
C -0.243 -0.447 -1.550 -0.6 -0.4 0.5
C 3.445 1.285 -2.381 -0.7 -0.3 0.3
C 2.385 1.274 -3.299 1.1 1.2 -1.8
C 3.271 0.755 -1.062 0.7 0.2 -2.2
C 1.010 0.203 -1.713 1.3 -0.6 1.9
C 1.155 0.729 -2.982 -1.3 0.0 0.2
C 2.062 0.202 -0.726 -0.4 1.2 -2.0
N -0.104 0.534 -3.631 -1.2 -1.4 0.5
N 0.293 -1.289 2.156 -3.8 -3.0 -0.5
C 1.096 -1.115 3.287 -1.9 0.6 2.2
C -0.515 -1.186 -0.180 1.2 0.0 -2.2
C 1.852 -0.383 0.584 -3.1 1.7 0.8
C -0.405 0.928 1.244 0.5 -0.8 0.6
C 0.335 -0.507 0.948 -1.1 1.6 0.2
C -3.285 -0.819 3.510 -0.7 0.2 -1.1
C -1.112 -1.723 2.600 1.9 0.7 1.3
C -1.751 0.638 2.065 -0.3 0.9 -1.3
C -1.854 -0.507 3.121 1.0 1.0 0.4
H -0.852 2.249 -6.541 1.0 -0.2 1.2
H 0.542 2.580 -5.201 0.0 0.1 -0.9
H -1.630 0.714 -5.291 -0.4 -1.9 1.2
H -1.849 -0.701 -3.112 0.3 0.5 0.2
H 4.440 1.689 -2.630 -0.8 -0.2 -0.2
H 2.492 1.686 -4.326 0.3 -0.2 0.9
H 4.211 0.651 -0.515 -0.6 0.2 0.6
H 0.981 -0.222 3.910 -0.3 0.7 -0.2
H 2.061 -1.171 3.052 4.2 -0.1 -1.0
H 0.963 -1.892 4.044 -0.3 -0.4 -0.4
H -0.179 -2.256 -0.255 -0.4 0.8 0.0
H -1.596 -1.139 -0.132 -0.1 -0.2 1.0
H 2.209 0.262 1.381 0.7 -0.1 -0.1
H 2.291 -1.316 0.567 0.9 -2.2 0.6
H -0.546 1.551 0.294 -0.2 -1.0 1.3
H 0.201 1.547 1.931 0.2 -0.3 -0.4
H -3.325 -1.698 4.179 -0.1 0.3 -0.4
H -3.920 -0.986 2.545 0.8 0.3 1.9
H -3.601 0.060 4.097 -0.6 -0.4 -0.4
H -0.973 -2.447 3.418 0.3 0.4 0.1
H -1.723 -2.333 1.965 0.0 0.2 -1.4
H -2.490 0.442 1.284 -0.3 -0.3 0.1
H -2.090 1.618 2.472 0.2 -0.6 0.1
H -1.393 -0.124 4.089 0.0 -0.6 -1.2
```
Forces are in eV/Å.

Values from the calculation:
* HOMO: -7.657 eV
* gap between HOMO and LUMO: 8.506 eV
* net charge: 0
* energy above the lowest of the compared OMol25 structures with the same formula, charge and spin: 295.42 kJ/mol



Record 2
Formula: C19H24N2O3
Source: the OMol25 dataset
Level of theory: ωB97M-V/def2-TZVPD

The geometry in XYZ format:
```
48
Properties=species:S:1:pos:R:3:forces:R:3
O -0.181 1.501 -2.348 -0.5 0.2 0.0
C 1.005 1.338 -2.136 0.6 0.2 0.2
N 1.672 0.223 -2.493 0.3 -0.3 -0.1
H 2.642 0.125 -2.240 -0.1 0.2 0.0
C 1.069 -0.874 -3.212 -0.1 -0.2 -0.1
H 1.627 -1.036 -4.141 -0.1 0.0 0.1
C 1.060 -2.169 -2.393 0.0 0.2 0.1
C 0.120 -2.133 -1.219 0.2 0.1 -0.3
C 0.532 -2.370 0.019 0.1 -0.1 0.2
C -0.372 -2.456 1.211 -0.2 0.1 0.0
C -1.768 -1.918 0.913 0.0 -0.2 0.0
C -2.239 -2.417 -0.446 0.0 0.2 0.0
C -1.325 -1.859 -1.532 -0.2 -0.1 0.2
H -1.580 -2.297 -2.501 0.0 0.1 -0.1
H -1.471 -0.777 -1.609 0.0 0.0 -0.1
H -3.268 -2.102 -0.628 0.0 -0.1 0.0
H -2.209 -3.509 -0.467 -0.1 -0.1 0.0
H -1.742 -0.829 0.897 0.0 0.1 0.0
H -2.460 -2.226 1.699 0.0 0.1 0.0
H 0.062 -1.915 2.057 0.0 -0.1 0.0
H -0.435 -3.509 1.512 0.0 0.0 0.1
H 1.578 -2.575 0.213 0.2 0.0 -0.1
H 0.753 -2.980 -3.060 0.0 0.0 0.0
H 2.075 -2.385 -2.051 0.0 -0.1 0.0
H 0.052 -0.566 -3.460 0.1 0.0 -0.1
C 1.881 2.401 -1.491 -0.3 0.1 0.2
H 2.020 3.199 -2.225 0.0 0.0 0.0
H 2.859 1.999 -1.226 0.0 0.1 -0.1
C 1.239 3.012 -0.245 0.3 0.1 -0.3
N 1.051 2.032 0.814 0.0 0.1 -0.2
C 2.164 1.584 1.442 0.0 -0.2 0.4
O 3.288 1.910 1.113 0.2 0.0 0.0
C 1.901 0.606 2.576 0.4 -0.3 -0.1
O 0.768 0.935 3.347 -0.3 0.3 0.0
C -0.343 1.212 2.600 -0.2 -0.1 -0.2
C -1.592 1.025 3.173 0.2 0.0 -0.1
C -2.736 1.279 2.437 0.0 0.0 0.0
C -2.630 1.676 1.116 0.0 0.1 0.0
C -1.386 1.884 0.542 0.0 0.0 0.0
C -0.230 1.699 1.291 -0.2 -0.2 0.4
H -1.323 2.164 -0.497 0.1 0.1 -0.1
H -3.517 1.829 0.521 -0.1 0.0 -0.1
H -3.706 1.138 2.889 -0.1 0.0 0.0
H -1.641 0.683 4.194 0.0 -0.1 0.1
H 1.789 -0.400 2.140 0.0 0.1 0.0
H 2.757 0.604 3.254 -0.1 0.0 -0.2
H 0.278 3.459 -0.490 0.1 0.0 0.1
H 1.911 3.787 0.140 -0.1 0.0 -0.1
```
Forces are in eV/Å.

Values from the calculation:
* HOMO: -8.338 eV
* gap between HOMO and LUMO: 9.107 eV
* net charge: 0
* energy above the lowest of the compared OMol25 structures with the same formula, charge and spin: 120.27 kJ/mol



| no. | energy (eV) |
| --- | --- |
| 1 | -23069.7411 |
| 2 | -29216.4294 |